Entry 1:
DFT (wB97M-V/def2-TZVPD) results for a molecular structure, C37H93BeN6O12 at a distorted geometry.

```
149
Properties=species:S:1:pos:R:3
Be -4.10374 1.92523 -2.36006
C 0.48524 1.12439 -3.52665
C -0.29753 0.63833 -2.29011
C 0.38315 1.19299 -0.96644
O -1.63037 1.00050 -2.41355
H 0.26278 2.17003 -3.73940
H 0.04466 0.52552 -4.32373
H 1.55654 0.94505 -3.61746
H -0.22616 -0.44535 -2.19714
H -0.13140 0.81688 -0.08220
H 0.41996 2.28237 -0.96376
H 1.39851 0.81496 -0.84708
C 7.08322 2.01042 -0.37567
O 6.77369 0.62321 -0.40558
C 5.97191 0.21302 -1.55344
C 5.66825 -1.24754 -1.51400
N 4.96614 -1.74410 -2.71359
C 3.60306 -1.22335 -2.77255
C 2.89143 -1.76933 -4.02892
O 3.19004 -0.91446 -5.12079
C 2.48905 -1.15102 -6.34265
H 7.45297 2.33473 0.59707
H 6.11773 2.45840 -0.61068
H 7.89326 2.25132 -1.06407
H 6.52170 0.44846 -2.46471
H 5.07011 0.82514 -1.54073
H 5.16723 -1.58829 -0.60792
H 6.60383 -1.78108 -1.34627
H 5.38002 -1.42850 -3.57916
H 3.55906 -0.13445 -2.79371
H 3.11879 -1.62321 -1.88166
H 1.82194 -1.86013 -3.83906
H 3.25054 -2.75720 -4.31744
H 1.41490 -1.08425 -6.16993
H 2.73601 -2.11325 -6.79125
H 2.99148 -0.43646 -6.99463
C 1.75036 -2.71509 0.30488
O 1.72425 -2.88045 1.67098
C 1.74891 -4.15611 2.18037
C 2.09616 -4.13099 3.68086
N 1.03803 -3.41979 4.40332
C 1.11387 -3.54006 5.83648
C 2.36508 -2.87628 6.44862
O 2.39376 -1.51836 6.03590
C 3.27303 -0.74349 6.82205
H 2.49718 -3.41802 -0.06424
H 2.08886 -1.70847 0.05946
H 0.78979 -2.89444 -0.17807
H 2.48912 -4.72958 1.62241
H 0.74494 -4.55496 2.03524
H 3.03428 -3.62055 3.89876
H 2.23583 -5.10271 4.15451
H 1.16279 -2.44603 4.16600
H 1.06062 -4.54112 6.26444
H 0.23681 -2.99238 6.18130
H 3.31369 -3.37057 6.23907
H 2.25181 -3.00252 7.52534
H 3.42926 0.24462 6.38925
H 4.27454 -1.15788 6.93763
H 2.81595 -0.61477 7.80317
C 1.67750 -5.38821 -3.13433
O 0.77843 -4.40316 -2.72461
C -0.39450 -4.35569 -3.43719
C -1.45591 -3.47294 -2.68449
N -2.08891 -4.28423 -1.59985
C -2.88119 -3.32609 -0.78905
C -3.39107 -4.08292 0.42213
O -2.37012 -4.67262 1.22961
C -2.93430 -5.32446 2.37114
H 2.39679 -5.65927 -2.36151
H 2.25257 -5.15061 -4.02928
H 1.14697 -6.29421 -3.42724
H -0.94922 -5.29287 -3.48274
H -0.28914 -3.91539 -4.42872
H -2.21123 -3.22036 -3.42866
H -0.97172 -2.51703 -2.48476
H -1.31408 -4.61113 -1.04050
H -3.64913 -2.85787 -1.40478
H -2.31565 -2.49180 -0.37405
H -4.16789 -4.76878 0.08413
H -3.88062 -3.29728 0.99764
H -3.57820 -6.16652 2.11731
H -3.53873 -4.61048 2.93060
H -2.17581 -5.67234 3.07241
C -3.65308 5.40663 3.15465
O -2.97310 4.77394 2.05266
C -2.76988 3.42698 2.30670
C -1.88696 2.77323 1.17838
N -2.26674 3.02901 -0.22738
C -1.89733 4.40378 -0.64238
C -1.88884 4.59077 -2.23600
O -3.17963 4.51424 -2.91196
C -3.93578 5.77992 -2.79391
H -3.09498 5.31790 4.08672
H -4.63157 4.93034 3.21628
H -3.74779 6.46795 2.92499
H -3.76077 3.00542 2.13782
H -2.48095 3.14945 3.32040
H -1.94353 1.69048 1.29043
H -0.80068 2.85706 1.21113
H -1.66094 2.35776 -0.67741
H -0.88545 4.63960 -0.31285
H -2.48512 5.17949 -0.15160
H -1.25782 3.82529 -2.68759
H -1.46232 5.58515 -2.36789
H -3.98811 6.09110 -1.75058
H -4.97768 5.63371 -3.07880
H -3.63122 6.56375 -3.48742
C -3.76826 4.21119 7.02250
O -2.52309 4.02888 6.37780
C -1.51215 3.66195 7.22585
C -0.28562 3.25130 6.36416
N -0.40463 1.95602 5.61768
C 0.71865 1.61051 4.73784
C 0.51501 0.24818 4.07523
O -0.49168 0.39261 3.02136
C -0.67673 -0.81872 2.26838
H -4.33885 3.28346 6.97962
H -4.23189 5.10972 6.61532
H -3.73651 4.40771 8.09417
H -1.75231 2.70472 7.68861
H -1.22358 4.38932 7.98464
H 0.55671 3.18267 7.05253
H -0.18735 4.09400 5.67984
H -1.28368 1.90087 5.12338
H 1.67321 1.60976 5.26408
H 0.91632 2.39184 4.00398
H 0.20588 -0.43797 4.86373
H 1.49293 -0.05845 3.70407
H 0.21803 -0.99998 1.67286
H -1.50268 -0.69361 1.56820
H -0.81382 -1.70409 2.88920
C -1.75621 3.49665 -6.11955
C -2.71801 2.29205 -6.18071
C -1.91378 1.03596 -6.66845
O -2.67827 -0.15876 -6.62609
C -1.96947 -1.32690 -6.93260
N -3.12172 1.89192 -4.83997
H -2.14555 4.30260 -5.49748
H -1.50567 3.90320 -7.09937
H -0.80665 3.14422 -5.71679
H -3.59164 2.39054 -6.82504
H -0.99112 0.95275 -6.09410
H -1.59088 1.24365 -7.68859
H -1.49570 -1.35801 -7.91376
H -2.51690 -2.25780 -6.78478
H -1.13994 -1.48898 -6.24434
H -3.65430 1.04921 -5.00215
H -2.22967 1.59963 -4.46726
```

Results
- HOMO energy (eV) = -10.052
- charge = +1
- spin multiplicity = 1
- energy relative to the best compared isomer or geometry (same formula, charge and spin) (kJ/mol) = 0.0
- LUMO level (eV) = -6.8

=====

Entry 2:
DFT (wB97M-V/def2-TZVPD) results for 11 unconnected molecules or ions with the total composition C37H98N2O13 at a distorted geometry.

```
150
Properties=species:S:1:pos:R:3
C 4.78175 -2.73950 -0.41195
O 3.98164 -2.90714 -1.59011
H 5.65134 -3.39814 -0.44236
H 5.13419 -1.70954 -0.30530
H 4.15020 -2.93607 0.45175
H 4.54506 -2.59204 -2.30447
C -7.01484 1.21111 -0.33691
O -6.36849 1.56140 0.85822
C -6.22675 2.96512 1.07431
C -5.64653 3.21025 2.44318
N -4.24402 2.84095 2.53789
C -3.77194 2.66529 3.88741
C -2.35553 2.10554 3.88465
O -2.43931 0.71992 3.67663
C -1.21523 0.04682 3.78951
H -6.70673 1.86000 -1.16921
H -8.09257 1.39605 -0.23143
H -6.78555 0.17891 -0.58306
H -7.20555 3.44267 0.97621
H -5.51666 3.29088 0.30496
H -6.28288 2.76305 3.21286
H -5.71612 4.30156 2.53618
H -3.99971 2.08122 1.91746
H -4.33535 1.92901 4.48147
H -3.78936 3.62038 4.41747
H -1.85568 2.30525 4.84214
H -1.76979 2.62105 3.11132
H -1.34977 -1.02924 3.82949
H -0.73593 0.38319 4.72582
H -0.51018 0.31892 2.98987
C 2.66415 -0.72770 -6.55278
O 1.75229 0.03235 -5.78934
C 2.32945 0.46446 -4.56975
C 1.45292 1.57823 -4.00844
N 1.67770 2.81617 -4.76466
C 0.67300 3.82725 -4.43687
C 0.79789 5.00945 -5.36724
O 0.34188 4.65363 -6.66089
C 0.71822 5.59631 -7.62695
H 2.15631 -0.91587 -7.49947
H 2.98873 -1.63439 -6.03417
H 3.56138 -0.15461 -6.82670
H 3.34093 0.85154 -4.74148
H 2.43649 -0.35575 -3.84776
H 1.65534 1.70475 -2.94399
H 0.38918 1.33887 -4.10240
H 1.46622 2.58877 -5.73530
H 0.80681 4.19301 -3.41422
H -0.35448 3.44186 -4.46831
H 1.84083 5.35706 -5.38552
H 0.22271 5.89023 -5.04380
H 0.27341 6.57416 -7.41136
H 0.33973 5.27793 -8.60089
H 1.80338 5.66102 -7.76361
C 3.29849 -0.11541 4.19764
C 3.46091 -1.63335 4.29511
C 4.51857 -2.05355 5.30928
O 2.19658 -2.15504 4.74068
H 3.21074 0.31519 5.20070
H 2.39319 0.15036 3.65151
H 4.14214 0.41861 3.74888
H 3.60865 -2.07814 3.31052
H 5.51525 -1.80228 4.93229
H 4.46935 -3.13388 5.44021
H 4.38954 -1.57338 6.27879
H 1.93393 -1.74598 5.57125
C 4.26994 1.78936 -0.79021
C 4.89608 1.65263 0.57459
C 4.80300 2.94535 1.40638
O 4.29606 0.56329 1.30313
H 4.81827 2.56276 -1.33770
H 3.24587 2.16560 -0.77268
H 4.36881 0.88203 -1.38530
H 5.95086 1.38558 0.42909
H 4.80038 3.81195 0.74016
H 5.64338 3.08433 2.08444
H 3.84218 2.94901 1.92110
H 4.85649 0.40420 2.07016
C 0.16893 -5.05735 2.41558
C -0.32102 -4.55432 3.76752
C -1.47754 -5.37065 4.32214
O 0.77594 -4.64906 4.68390
H 0.36057 -6.12974 2.45123
H 1.11276 -4.58329 2.13948
H -0.56604 -4.79060 1.65033
H -0.51881 -3.47997 3.66764
H -1.63912 -5.14232 5.37632
H -1.32792 -6.43706 4.17851
H -2.40076 -5.03823 3.83831
H 1.46073 -4.03476 4.38331
C -2.74337 -2.32286 1.67421
C -4.19831 -2.51085 2.08858
C -5.09619 -1.47352 1.40653
O -4.59616 -3.81889 1.68483
H -2.08399 -2.66951 2.47168
H -2.47000 -1.32555 1.33207
H -2.42932 -2.96349 0.84181
H -4.29558 -2.48576 3.17814
H -5.23126 -1.78634 0.36726
H -4.71432 -0.45499 1.40135
H -6.09403 -1.49723 1.85327
H -5.44766 -4.04904 2.06488
C -1.80844 -0.07452 -2.81168
C -2.73635 1.12412 -2.56013
C -3.46378 1.00611 -1.23996
O -2.02929 2.35856 -2.57086
H -1.33274 0.08070 -3.77957
H -2.40023 -0.98774 -2.90979
H -1.09430 -0.17691 -1.99561
H -3.46893 1.12210 -3.37326
H -2.77192 1.07260 -0.39205
H -4.04893 0.08732 -1.14818
H -4.14406 1.84550 -1.06757
H -1.50901 2.34629 -1.73990
C 1.43213 -0.69088 -0.90981
C 0.84087 -0.42485 0.47682
C 1.16865 -1.60653 1.37171
O 1.50680 0.74822 0.98088
H 1.11614 -1.65838 -1.31183
H 2.51501 -0.80791 -0.81758
H 1.27535 0.13123 -1.60389
H -0.23951 -0.27511 0.45187
H 0.88465 -1.44814 2.41659
H 2.26227 -1.67784 1.44909
H 0.78998 -2.56262 1.01463
H 2.44023 0.51476 1.14936
C 1.05476 4.33726 0.16175
C -0.29613 3.66544 0.33102
C -1.44788 4.52140 -0.19085
O -0.33770 2.39186 -0.33537
H 1.21704 4.53417 -0.90041
H 1.84109 3.66944 0.52401
H 1.15481 5.28363 0.69209
H -0.55148 3.48830 1.38198
H -2.36992 3.98132 0.03967
H -1.37193 4.77346 -1.24661
H -1.53619 5.43597 0.40043
H 0.38947 1.90862 0.10095
C 1.52743 -5.95966 -3.09800
C 1.22348 -4.95786 -1.99741
C -0.15334 -5.14411 -1.40758
O 2.22775 -5.09668 -0.99246
H 1.60928 -7.00193 -2.77725
H 2.45892 -5.72088 -3.61901
H 0.78734 -6.01948 -3.90641
H 1.28225 -3.97421 -2.47804
H -0.23722 -6.09096 -0.87298
H -0.90163 -5.13946 -2.20189
H -0.38647 -4.32357 -0.72566
H 2.83133 -4.34769 -1.09833
```

Results
- structure (SMILES) = COCCNCCOC.COCCNCCOC.CC(C)O.CC(C)O.CC(C)O.CC(C)O.CC(C)O.CC(C)O.CC(C)O.CC(C)O.CO
- HOMO energy (eV) = -8.606
- charge = 0
- spin multiplicity = 1
- LUMO level (eV) = 0.2

=====

no.,E_tot (eV),HOMO-LUMO gap (eV)
1,-73768.2897,3.23
2,-69553.1822,8.76